Record 1
Computed, not measured: a single C2H3N3O3 molecule at a distorted geometry, with ωB97M-V with the def2-TZVPD basis set.

```
11
Properties=species:S:1:pos:R:3:forces:R:3
O 2.036 -0.091 1.634 -4.0 0.2 -0.7
C 0.950 -0.080 0.974 8.6 5.6 1.0
N 0.266 -1.075 0.600 -4.9 -6.7 -0.6
C -0.440 -0.774 -0.593 -1.2 -1.0 -1.6
O -1.277 -1.400 -1.189 1.1 -0.2 1.3
N -0.062 0.562 -1.086 -1.5 -0.2 3.7
O -1.402 1.204 -1.176 -0.1 -0.4 1.2
N 0.628 1.024 0.115 -2.8 -2.6 0.0
H 0.122 -2.004 1.219 0.6 3.0 -2.3
H -2.041 0.887 -0.418 2.1 0.6 -1.8
H 1.221 1.748 -0.079 2.2 1.8 -0.2
```
Forces are in eV/Å.

## Properties
net charge = 0
HOMO energy = -10.5 eV
orbital gap = 10.803 eV

Results of the Mulliken charge analysis, in e, for atoms 1 through 4: -0.619 0.409 -0.024 0.246


Record 2
Computed, not measured: a single C2H3N3O3 molecule at a distorted geometry, with ωB97M-V with the def2-TZVPD basis set.

```
11
Properties=species:S:1:pos:R:3:forces:R:3
N 2.139 0.122 0.050 7.9 -0.9 0.3
C 0.905 -0.097 -0.118 -5.9 2.5 -0.6
N 0.058 -1.027 -0.077 2.0 -2.9 0.4
N -1.129 -0.424 -0.017 -2.3 -1.7 -0.6
O -2.128 -1.301 -0.204 -1.6 -0.3 1.6
C -1.201 0.883 -0.098 1.3 3.7 0.4
O -1.953 1.853 0.044 1.0 -3.0 -0.7
O 0.195 1.094 -0.243 1.1 1.7 0.2
H 2.408 1.087 -0.144 0.0 -0.6 0.2
H 2.969 -0.598 0.078 -2.9 1.9 -0.2
H -2.261 -1.593 0.729 -0.5 -0.3 -1.0
```
Forces are in eV/Å.

## Properties
net charge = 0
HOMO energy = -8.8 eV
orbital gap = 9.272 eV

Results of the Mulliken charge analysis, in e, for atoms 1 through 4: -0.373 0.580 -0.840 0.633


Record 3
Computed, not measured: a single C2H3N3O3 molecule at a distorted geometry, with ωB97M-V with the def2-TZVPD basis set.

```
11
Properties=species:S:1:pos:R:3:forces:R:3
N 0.476 -1.372 1.240 3.7 4.6 8.9
C 0.543 -0.199 0.622 0.4 1.6 2.9
N 0.664 1.097 0.944 1.5 -6.5 4.3
O 0.379 1.711 -0.090 -1.8 5.4 -5.5
N -0.087 0.891 -1.136 1.8 -2.4 0.9
O -1.007 1.506 -1.843 -3.4 1.4 1.7
C 0.003 -0.435 -0.606 -1.0 1.3 -4.1
O -0.196 -1.563 -1.014 -1.0 0.8 -1.7
H 0.763 -1.340 2.269 -0.8 -1.0 -2.3
H 0.205 -2.085 0.727 -1.3 -4.4 -2.5
H -1.743 1.787 -1.113 2.0 -0.8 -2.6
```
Forces are in eV/Å.

## Properties
net charge = 0
HOMO energy = -8.7 eV
orbital gap = 8.688 eV

Results of the Mulliken charge analysis, in e, for atoms 1 through 4: -0.350 0.251 -0.391 -0.140


Record 4
Computed, not measured: a single C2H3N3O3S molecule at a distorted geometry, with ωB97M-V with the def2-TZVPD basis set.

```
12
Properties=species:S:1:pos:R:3:forces:R:3
C -0.049 -2.973 -1.766 -3.3 4.1 5.4
C -1.072 -1.383 0.300 1.6 -2.6 -4.6
N -0.582 -2.293 -0.853 1.3 -1.4 -1.6
N -0.745 -0.197 0.395 -0.2 2.4 0.7
N 0.589 2.366 1.486 1.2 -0.7 -3.9
O 0.116 0.384 -0.479 0.4 0.0 0.5
O 0.323 -3.637 -2.631 0.7 -0.7 -0.9
O 1.637 2.304 -0.787 0.9 0.3 -0.7
S 0.330 2.181 -0.238 -0.6 -1.0 3.1
H -1.942 -1.783 0.746 -0.3 -0.4 0.9
H -0.168 2.504 2.080 -1.2 0.3 1.2
H 1.562 2.526 1.746 -0.6 -0.2 0.0
```
Forces are in eV/Å.

## Properties
net charge = 0
HOMO energy = -9.9 eV
orbital gap = 10.415 eV

Results of the Mulliken charge analysis, in e, for atoms 1 through 4: 0.670 0.053 -0.439 -0.229


Record 5
Computed, not measured: 2 unconnected molecules or ions with the total composition C2H3N3OS at a distorted geometry, with ωB97M-V with the def2-TZVPD basis set.

```
10
Properties=species:S:1:pos:R:3:forces:R:3
C -0.306 -0.695 0.577 -1.8 -0.9 0.1
C 0.703 0.803 -1.662 5.1 -1.2 -0.1
N 1.288 0.360 1.942 1.2 0.9 2.0
N 0.343 -0.220 1.465 -0.7 -0.5 -2.1
N -0.273 1.327 -2.070 -1.8 1.5 -1.2
O 1.807 0.438 -1.509 -1.0 -0.1 0.5
S -2.036 -0.843 0.378 1.0 -1.5 -0.8
H 1.484 -0.154 2.807 0.6 0.3 0.1
H -1.912 -2.091 -0.297 -0.3 1.7 0.7
H -1.099 1.074 -1.631 -2.3 -0.2 0.7
```
Forces are in eV/Å.

## Properties
net charge = 0
HOMO energy = -9.2 eV
orbital gap = 9.068 eV

Results of the Mulliken charge analysis, in e, for atoms 1 through 4: 0.008 0.625 -0.837 0.529


Record 6
Computed, not measured: 3 unconnected molecules or ions with the total composition C2H3N3OS at a distorted geometry, with ωB97M-V with the def2-TZVPD basis set.

```
10
Properties=species:S:1:pos:R:3:forces:R:3
C 0.903 1.415 0.349 -0.4 3.3 1.8
C -0.070 0.703 -0.389 -0.4 -3.3 -2.4
H -1.696 -1.937 0.602 4.1 0.0 -3.2
H -0.835 -1.431 -1.729 0.8 0.9 3.4
H 1.065 2.570 0.257 0.2 -2.6 0.0
N -0.441 -1.839 -0.198 -4.8 2.8 1.3
N -0.160 -0.443 0.317 0.0 -2.9 -1.6
N 1.256 0.808 1.451 -0.3 -1.3 -0.6
O 0.663 -0.510 1.422 0.3 3.4 -1.3
S -0.685 0.664 -2.083 0.6 -0.3 2.4
```
Forces are in eV/Å.

## Properties
net charge = 0
HOMO energy = -9.1 eV
orbital gap = 8.100 eV

Results of the Mulliken charge analysis, in e, for atoms 1 through 4: -0.009 0.203 0.264 0.296


Record 7
Computed, not measured: a single C2H3N3OS2 molecule, with ωB97M-V with the def2-TZVPD basis set.

```
11
Properties=species:S:1:pos:R:3:forces:R:3
O 0.010 1.612 2.684 -0.3 -0.2 -0.4
C -0.049 0.926 1.532 0.3 0.3 0.4
N -1.073 0.811 0.757 0.2 -0.1 0.1
N -0.581 0.027 -0.274 0.2 -0.1 -0.2
S -1.564 -0.450 -1.603 0.3 -0.1 -0.1
C 0.722 -0.317 -0.141 -0.4 0.2 0.2
S 1.661 -1.227 -1.140 0.0 -0.1 -0.1
N 1.061 0.290 1.061 -0.1 0.0 0.1
H -0.880 1.961 2.867 0.3 -0.1 -0.1
H -2.617 0.193 -1.105 -0.2 0.1 0.1
H 1.973 0.227 1.495 -0.3 0.0 -0.1
```
Forces are in eV/Å.

## Properties
net charge = 0
HOMO energy = -8.0 eV
orbital gap = 8.405 eV

Results of the Mulliken charge analysis, in e, for atoms 1 through 4: -0.481 0.412 -0.720 0.482


Record 8
Computed, not measured: a single C2H3N3OS2 molecule at a distorted geometry, with ωB97M-V with the def2-TZVPD basis set.

```
11
Properties=species:S:1:pos:R:3:forces:R:3
H 1.201 2.804 0.260 -0.1 1.4 0.1
N 1.602 1.910 0.123 0.2 0.3 0.3
C 0.677 1.085 -0.006 0.2 -1.4 -1.2
O -0.704 1.227 -0.116 0.1 0.1 1.1
C -1.191 -0.053 0.028 1.5 -0.9 -1.0
S -2.889 -0.290 0.022 -1.1 -2.7 1.5
N -0.282 -0.959 -0.081 -0.4 0.3 0.3
N 0.899 -0.246 -0.238 -0.6 -0.7 0.3
S 2.379 -1.089 0.053 -0.7 -0.5 0.0
H -2.908 -1.709 0.658 0.4 3.1 -1.4
H 3.059 0.030 0.049 0.5 0.8 0.0
```
Forces are in eV/Å.

## Properties
net charge = 0
HOMO energy = -8.3 eV
orbital gap = 8.346 eV

Results of the Mulliken charge analysis, in e, for atoms 1 through 4: 0.242 -0.697 0.649 -0.336


Record 9
Computed, not measured: a single C2H3N3S molecule at a distorted geometry, with ωB97M-V with the def2-TZVPD basis set.

```
9
Properties=species:S:1:pos:R:3:forces:R:3
C 1.491 0.442 0.336 3.3 -1.9 1.3
C 0.655 1.026 -0.560 -0.3 1.9 -0.7
N -0.580 0.686 -0.511 -1.4 2.2 -0.5
N -0.791 -0.471 0.139 -1.4 -3.7 0.5
N -1.846 -1.074 -0.119 0.8 0.9 -1.2
S 2.802 -0.586 0.160 -1.2 0.9 -0.2
H 1.310 0.777 1.370 -0.1 0.2 -0.3
H -1.353 1.273 -0.882 0.5 -1.0 -0.1
H -1.689 -2.073 0.066 -0.3 0.4 1.2
```
Forces are in eV/Å.

## Properties
net charge = 0
HOMO energy = -8.4 eV
orbital gap = 7.364 eV

Results of the Mulliken charge analysis, in e, for atoms 1 through 4: -0.081 -0.110 0.077 0.175


Record 10
Computed, not measured: a single C2H3N3S molecule at a distorted geometry, with ωB97M-V with the def2-TZVPD basis set.

```
9
Properties=species:S:1:pos:R:3:forces:R:3
S -1.764 -0.223 -0.856 0.1 0.4 0.1
C -0.199 0.011 -0.003 -2.7 -2.2 -0.9
N 0.475 -1.036 0.495 2.2 -0.1 0.6
C 1.647 -0.461 0.806 -1.2 0.1 0.0
N 1.581 0.854 0.530 1.2 -0.1 0.2
N 0.388 1.140 -0.030 1.0 2.5 0.3
H -2.418 -1.103 -0.059 0.7 0.2 0.1
H 2.549 -0.888 1.209 -0.2 -0.3 0.1
H 2.307 1.552 0.756 -1.0 -0.5 -0.6
```
Forces are in eV/Å.

## Properties
net charge = 0
HOMO energy = -9.1 eV
orbital gap = 9.857 eV

Results of the Mulliken charge analysis, in e, for atoms 1 through 4: -0.271 0.454 -0.513 0.003


Which value of orbital gap does entry 8 give?
8.346 eV


Which of these has the lowest HOMO energy?
number 1


Look up the net charge of the tenth one.
0